Molecular formula: C2H7N5O
Method: DFT, ωB97M-V with the def2-TZVPD basis set

**E_HOMO**: -0.343 Eh
**Relative energy (zero: lowest compared OMol25 entry of this formula, charge and spin)**: 563.47 kJ/mol
**Electronic energy**: -429.2089 a.u.

Each line ends with the Mulliken charge.
Element x y z (Å)
H (-0.4549, -1.1807, 0.0972)  0.399
N (0.5882, -1.0231, 0.0516)  -0.586
C (0.9305, 0.1551, -0.1035)  0.269
N (2.1782, 0.7068, -0.3884)  -0.274
N (3.1572, -0.3077, 0.0544)  -0.578
O (0.0012, 1.3777, -0.2438)  -0.295
C (-1.2555, 0.9826, 0.1330)  0.164
N (-1.7303, -0.1009, -0.3845)  -0.237
N (-3.1591, -0.2404, -0.1710)  -0.740
H (2.2469, 1.2613, 0.7476)  0.362
H (2.4522, -1.1810, 0.2693)  0.382
H (3.7666, -0.4938, -0.8994)  0.262
H (-2.0028, 1.8177, 0.8022)  0.312
H (-3.3701, -0.6294, 0.8982)  0.260
H (-3.3483, -1.1442, -0.8629)  0.300

Atoms 1-6, force components in eV/Å:
1.57 0.30 -0.21
-0.25 -0.36 0.53
-1.81 2.10 -1.94
0.93 1.05 6.80
0.21 -2.80 -3.31
-0.24 -2.74 1.92